No. 1
Entry from the OMol25 dataset: a single C5H12O molecule (ωB97M-V/def2-TZVPD).

The geometry in ORCA input format:
```
! wB97M-V def2-TZVPD RIJCOSX def2/J DEFGRID3
* xyz 0 1
C -1.13 0.89 -0.92
C -0.65 -0.37 -0.20
C -1.80 -0.99 0.60
C 0.61 -0.14 0.66
C 1.82 0.28 -0.17
O 2.95 0.29 0.69
H -0.40 1.26 -1.66
H -1.32 1.70 -0.20
H -2.06 0.69 -1.45
H -0.36 -1.11 -0.97
H -2.32 -0.22 1.20
H -1.44 -1.76 1.29
H -2.55 -1.45 -0.05
H 0.43 0.62 1.43
H 0.87 -1.07 1.18
H 1.67 1.27 -0.62
H 1.96 -0.44 -0.99
H 3.71 0.57 0.18
*
```

Results
SMILES string: CC(C)CCO
energy above the lowest of the compared OMol25 structures with the same formula, charge and spin: 6.50 kcal per mole
E_tot: -272.9383 Eh
Kohn-Sham gap: 0.414 hartree

Partial atomic charges computed with the natural (NBO) method, in multiples of e:
1 C -0.61
2 C -0.21
3 C -0.60
4 C -0.41
5 C -0.05
6 O -0.72
7 H 0.21
8 H 0.20
9 H 0.21
10 H 0.19
11 H 0.20
12 H 0.21
13 H 0.21
14 H 0.20
15 H 0.21
16 H 0.16
17 H 0.15
18 H 0.47

No. 2
Entry from the OMol25 dataset: a single C5H12O molecule (ωB97M-V/def2-TZVPD).

The geometry in ORCA input format:
```
! wB97M-V def2-TZVPD RIJCOSX def2/J DEFGRID3
* xyz 0 1
C -1.19 0.72 -1.07
C -0.57 -0.36 -0.18
C -1.62 -0.99 0.73
C 0.60 0.20 0.65
C 1.85 0.57 -0.18
O 3.03 0.00 0.35
H -0.45 1.16 -1.75
H -1.61 1.52 -0.46
H -2.01 0.32 -1.69
H -0.16 -1.15 -0.82
H -2.06 -0.25 1.41
H -1.19 -1.79 1.34
H -2.44 -1.42 0.14
H 0.25 1.06 1.24
H 0.92 -0.56 1.37
H 2.03 1.65 -0.19
H 1.72 0.26 -1.23
H 2.91 -0.95 0.34
*
```

Results
SMILES string: CC(C)CCO
energy above the lowest of the compared OMol25 structures with the same formula, charge and spin: 8.49 kcal per mole
E_tot: -272.9351 Eh
Kohn-Sham gap: 0.412 hartree

Partial atomic charges computed with the natural (NBO) method, in multiples of e:
1 C -0.61
2 C -0.21
3 C -0.60
4 C -0.43
5 C -0.06
6 O -0.71
7 H 0.21
8 H 0.20
9 H 0.21
10 H 0.19
11 H 0.20
12 H 0.21
13 H 0.21
14 H 0.20
15 H 0.21
16 H 0.18
17 H 0.15
18 H 0.46

What did the first record say?
Entry from the OMol25 dataset: a single C5H12O molecule (ωB97M-V/def2-TZVPD).

The geometry in ORCA input format:
```
! wB97M-V def2-TZVPD RIJCOSX def2/J DEFGRID3
* xyz 0 1
C -1.13 0.89 -0.92
C -0.65 -0.37 -0.20
C -1.80 -0.99 0.60
C 0.61 -0.14 0.66
C 1.82 0.28 -0.17
O 2.95 0.29 0.69
H -0.40 1.26 -1.66
H -1.32 1.70 -0.20
H -2.06 0.69 -1.45
H -0.36 -1.11 -0.97
H -2.32 -0.22 1.20
H -1.44 -1.76 1.29
H -2.55 -1.45 -0.05
H 0.43 0.62 1.43
H 0.87 -1.07 1.18
H 1.67 1.27 -0.62
H 1.96 -0.44 -0.99
H 3.71 0.57 0.18
*
```

Results
SMILES string: CC(C)CCO
energy above the lowest of the compared OMol25 structures with the same formula, charge and spin: 6.50 kcal per mole
E_tot: -272.9383 Eh
Kohn-Sham gap: 0.414 hartree

Partial atomic charges computed with the natural (NBO) method, in multiples of e:
1 C -0.61
2 C -0.21
3 C -0.60
4 C -0.41
5 C -0.05
6 O -0.72
7 H 0.21
8 H 0.20
9 H 0.21
10 H 0.19
11 H 0.20
12 H 0.21
13 H 0.21
14 H 0.20
15 H 0.21
16 H 0.16
17 H 0.15
18 H 0.47